No. 1
Molecular formula: C2H7S3
Method: DFT, ωB97M-V/def2-TZVPD

Positions of all 12 atoms, in Å:
S  -1.603  -0.003  1.707
S  -1.201  -2.108  1.945
S  -0.131  3.177  -0.392
C  -0.270  -2.395  0.393
C  0.925  1.800  -1.010
H  0.266  1.108  -1.532
H  -0.948  2.256  0.256
H  0.171  -3.407  0.500
H  0.637  -1.812  0.464
H  1.611  2.289  -1.700
H  -0.875  -2.385  -0.524
H  1.416  1.480  -0.107

Atoms 1-3, force components in eV/Å:
0.14 -0.96 0.20
-0.09 1.25 -0.91
-0.80 -1.00 0.28

Results
LUMO	3.28	eV
HOMO level	-2.472	eV
charge	-1
ΔE to the lowest compared entry with this formula, charge and spin	15.3	kcal/mol

natural (NBO) population analysis, charges in e, atoms 1 to 6: -0.783 -0.043 -0.154 -0.749 -0.703 0.227

No. 2
Molecular formula: C6H14N2O2
Method: DFT, ωB97M-V/def2-TZVPD

Positions of all 24 atoms, in Å:
O  1.315  2.831  1.889
O  -0.968  -0.737  -0.368
N  0.058  0.919  1.594
N  -0.237  -2.217  -1.851
C  2.235  0.848  0.662
C  -2.177  -0.940  -2.502
C  0.913  -2.423  -0.988
C  -1.121  -1.250  -1.483
C  1.187  1.656  1.469
C  -1.104  1.590  1.916
H  0.043  0.110  1.013
H  -1.898  -0.697  -3.541
H  -1.079  2.811  1.969
H  -0.055  -2.572  -2.768
H  1.916  -2.181  -1.531
H  3.216  1.012  1.163
H  0.770  -1.689  -0.186
H  -2.761  -0.185  -2.212
H  1.003  -3.496  -0.805
H  2.325  1.281  -0.379
H  1.811  -0.210  0.639
H  -1.589  1.794  2.916
H  -2.817  -1.938  -2.320
H  -2.011  1.412  1.238

Atoms 1-3, force components in eV/Å:
-0.78 -3.14 -0.85
-1.04 0.85 0.08
-2.22 2.66 1.20

Results
LUMO (alpha / beta)	-3.01 / -8.64	eV
spin multiplicity	2
HOMO level (alpha / beta)	-13.259 / -13.242	eV
charge	+1
ΔE to the lowest compared entry with this formula, charge and spin	65.3	kcal/mol

natural (NBO) population analysis, charges in e, atoms 1 to 6: -0.385 -0.737 -0.281 -0.597 -0.709 -0.699

No. 3
Molecular formula: C33H30BClGaO8S
Method: DFT, ωB97M-V/def2-TZVPD

Positions of all 75 atoms, in Å:
Ga  -1.257  -3.095  -3.757
Cl  -2.957  1.075  -2.341
S  -3.794  1.843  -4.037
O  -2.878  2.799  -4.569
O  -5.207  -0.102  1.744
O  8.033  1.452  -0.296
O  -1.774  1.031  5.702
O  0.679  -0.416  -3.478
O  3.493  -0.457  1.827
O  -5.101  2.295  -3.678
O  0.296  0.162  -1.244
C  -3.890  0.194  5.090
C  -5.512  -0.537  6.702
C  6.993  0.371  1.521
C  5.829  -0.713  3.332
C  -0.896  -1.967  -2.085
C  -1.375  1.246  0.722
C  -6.415  -0.795  5.677
C  7.023  -0.837  4.020
C  5.809  -0.113  2.080
C  -2.912  -2.502  -4.795
C  -3.903  0.444  -5.112
C  -0.498  1.567  1.753
C  -3.039  0.621  2.338
C  -2.608  -1.544  -5.955
C  3.312  0.833  -0.653
C  5.656  1.881  -1.725
C  3.283  1.498  -1.866
C  5.693  1.210  -0.509
C  -6.056  -0.568  4.360
C  -2.535  -0.071  -5.565
C  4.512  0.692  0.032
C  8.190  0.235  2.212
C  4.510  -0.001  1.350
C  6.996  1.048  0.190
C  -4.791  -0.080  4.061
C  8.205  -0.367  3.458
C  -2.646  0.777  1.015
C  4.454  2.026  -2.397
C  -0.882  1.410  3.073
C  -2.533  0.746  4.798
C  -4.414  0.128  2.630
C  -4.254  -0.040  6.411
C  -2.150  0.931  3.373
B  0.044  -0.740  -2.278
H  -6.747  -0.768  3.553
H  0.493  1.934  1.520
H  -3.336  -3.417  -5.218
H  -1.513  -4.629  -3.265
H  2.406  0.422  -0.243
H  -3.337  0.528  0.221
H  0.157  -0.275  -0.402
H  4.903  -1.078  3.756
H  -1.659  -1.820  -6.418
H  -1.797  -1.660  -1.542
H  -3.544  0.170  7.198
H  9.139  -0.470  3.995
H  9.101  0.608  1.765
H  -3.368  -1.645  -6.746
H  -0.204  1.651  3.880
H  -2.252  0.515  -6.440
H  -1.061  1.363  -0.305
H  1.424  -0.998  -3.625
H  4.428  2.550  -3.344
H  -4.476  -0.310  -4.579
H  -0.373  -2.649  -1.397
H  6.573  2.283  -2.134
H  -5.791  -0.724  7.731
H  -4.455  0.868  -5.950
H  -3.693  -2.104  -4.140
H  2.343  1.592  -2.395
H  -1.775  0.094  -4.799
H  -7.401  -1.178  5.907
H  7.035  -1.303  4.997
H  0.048  -3.120  -4.717

Atoms 1-3, force components in eV/Å:
-0.18 -0.37 0.30
0.06 -0.14 -0.16
-0.28 0.53 -0.30

Results
LUMO	0.64	eV
HOMO level	-5.075	eV
charge	-1
ΔE to the lowest compared entry with this formula, charge and spin	7.3	kcal/mol

Mulliken population analysis, charges in e, atoms 1 to 6: 0.670 -0.069 0.910 -0.561 -0.663 -0.680

No. 4
Molecular formula: C20H24N4O4
Method: DFT, ωB97M-V/def2-TZVPD

Positions of all 52 atoms, in Å:
O  4.294  3.609  0.205
O  -3.316  -1.398  1.228
O  6.149  -0.494  0.755
O  -4.789  0.385  0.092
N  5.145  1.513  0.463
N  1.548  2.134  0.132
N  3.884  -0.453  0.576
N  1.500  -0.078  0.396
C  1.184  3.519  0.012
C  4.095  2.413  0.294
C  -5.671  1.299  -0.517
C  1.815  -2.648  -1.630
C  5.127  0.135  0.605
C  3.770  -1.896  0.691
C  4.150  -2.607  -0.609
C  -7.086  0.824  -0.361
C  2.851  1.708  0.259
C  -2.563  -2.423  1.831
C  -1.281  -0.170  0.723
C  -0.675  0.954  0.141
C  -3.460  0.633  0.063
C  -2.648  -0.343  0.692
C  2.780  0.328  0.415
C  -1.476  1.892  -0.493
C  -7.436  -0.290  0.252
C  3.272  -2.233  -1.803
C  -2.854  1.730  -0.527
C  0.771  1.023  0.213
H  4.448  -2.220  1.485
H  1.748  -3.702  -1.366
H  -3.289  -3.164  2.161
H  1.337  -2.055  -0.855
H  -5.572  2.295  -0.056
H  -7.817  1.486  -0.804
H  1.269  -2.492  -2.557
H  -3.447  2.476  -1.030
H  0.956  3.774  -1.025
H  0.322  3.738  0.641
H  3.683  -2.721  -2.690
H  3.322  -1.155  -1.971
H  -5.441  1.400  -1.590
H  6.072  1.923  0.501
H  2.038  4.119  0.328
H  -1.870  -2.883  1.120
H  4.083  -3.682  -0.432
H  -6.696  -0.938  0.686
H  5.190  -2.368  -0.836
H  -1.051  2.740  -1.002
H  2.739  -2.108  0.969
H  -2.003  -2.054  2.696
H  -0.634  -0.892  1.190
H  -8.467  -0.587  0.337

Atoms 1-3, force components in eV/Å:
0.07 0.18 -0.03
-0.10 0.40 -0.22
0.29 -0.21 0.03

Results
LUMO	0.39	eV
HOMO level	-7.920	eV
SMILES	C=CCOc1ccc(-c2nc3c(c(=O)[nH]c(=O)n3CCCC)n2C)cc1OC
charge	0
ΔE to the lowest compared entry with this formula, charge and spin	29.4	kcal/mol

natural (NBO) population analysis, charges in e, atoms 1 to 6: -0.619 -0.493 -0.628 -0.481 -0.635 -0.291

Which of these has the lowest ΔE to the lowest compared entry with this formula, charge and spin? C33H30BClGaO8S

Look up the ΔE to the lowest compared entry with this formula, charge and spin of the third one. 7.3 kcal/mol

Among the records above, which one has the highest ΔE to the lowest compared entry with this formula, charge and spin? C6H14N2O2